(1)
Entry from OMol25: a molecular structure, H12LiO6 at a distorted geometry (wB97M-V/def2-TZVPD).

Last column: natural (NBO) charge in e.
Positions of all 19 atoms, in Å:
Li -0.13450 -0.09529 -0.43099  0.892
O 1.66154 -1.09078 0.17505  -0.948
H 2.38856 -0.50433 0.18338  0.487
H 1.89782 -1.73398 -0.47152  0.483
O -1.92437 0.90847 -0.41099  -0.961
H -1.96383 1.28986 -1.19391  0.473
H -2.16212 1.45828 0.35572  0.513
O -1.02488 -1.87126 1.16790  -0.980
H -0.75846 -1.20202 1.65814  0.473
H -0.57311 -2.76011 1.14320  0.495
O -0.72777 0.40782 2.10578  -0.983
H 0.20054 0.58596 2.03031  0.487
H -1.03327 0.32517 3.12316  0.527
O 0.08596 -0.49944 -2.41641  -0.993
H 0.73950 -1.23248 -2.76516  0.505
H -0.23224 -0.07281 -3.25072  0.509
O 1.03202 1.71681 -0.26883  -1.009
H 1.65252 1.85032 -1.02636  0.511
H 0.87609 2.51980 0.29225  0.516

Force components x, y, z for each atom (eV/Å):
Li -0.3 -0.1 0.2
O -1.6 0.0 0.4
H 1.3 1.2 0.2
H 0.3 -1.1 -0.6
O 0.9 -3.4 5.9
H -0.8 3.4 -5.3
H 0.1 -0.1 -0.9
O -2.3 -7.0 -5.4
H 2.6 4.1 4.1
H -0.4 2.1 0.8
O -2.1 0.2 3.3
H 0.9 0.3 0.8
H 1.5 0.5 -3.5
O 1.7 -1.6 -2.0
H -2.0 2.2 1.0
H 0.3 -0.5 1.0
O 0.1 0.2 0.1
H -0.8 0.6 1.2
H 0.6 -0.8 -1.3

Results
- E_LUMO (eV) = -3.53
- total charge = +1
- HOMO energy (eV) = -14.43
- energy above the lowest of the compared OMol25 structures with the same formula, charge and spin (kcal/mol) = 42.7

=====

(2)
Entry from OMol25: 5 unconnected molecules or ions with the total composition H12NO4 (wB97M-V/def2-TZVPD).

Last column: natural (NBO) charge in e.
Positions of all 17 atoms, in Å:
N 0.19889 -0.98069 0.58465  -0.893
H 0.83896 -0.14394 0.56554  0.486
H -0.66134 -0.84257 0.05016  0.458
H 0.72186 -1.73791 0.13669  0.457
H -0.08996 -1.22342 1.53071  0.436
H -2.13503 3.02485 0.31180  0.458
H -2.06176 4.26886 -0.52834  0.485
O -1.64558 3.85900 0.23355  -0.941
H -1.81897 -2.94256 -0.90267  0.487
H -2.86076 -1.86756 -0.81809  0.491
O -2.14828 -2.26377 -0.30345  -0.965
H 3.37530 -1.47869 -1.35883  0.500
H 3.34035 -1.96640 0.08490  0.487
O 2.78504 -1.58921 -0.60710  -0.980
H -0.01870 2.03222 0.61398  0.500
H 1.42354 2.26905 0.14984  0.510
O 0.75644 1.58275 0.25667  -0.976

Force components x, y, z for each atom (eV/Å):
N 0.7 0.0 0.0
H -0.8 -0.1 0.0
H 0.0 0.0 -0.1
H 0.0 -0.1 0.1
H 0.2 -0.1 0.0
H 0.0 0.4 0.1
H 0.1 0.3 -0.2
O -0.1 -0.8 0.1
H 0.0 -0.2 0.1
H -0.2 0.0 0.2
O 0.1 0.3 -0.3
H 0.0 0.0 -0.1
H 0.1 0.0 -0.1
O -0.1 -0.1 0.3
H 0.1 0.4 -0.1
H 0.0 0.0 0.0
O 0.1 0.0 0.1

Results
- E_LUMO (eV) = -3.24
- total charge = +1
- HOMO energy (eV) = -14.79
- energy above the lowest of the compared OMol25 structures with the same formula, charge and spin (kcal/mol) = 19.4

=====

(3)
Entry from OMol25: a molecular structure, H12NO9 at a distorted geometry (wB97M-V/def2-TZVPD).

Last column: natural (NBO) charge in e.
Positions of all 22 atoms, in Å:
N -0.08073 0.35440 0.12848  0.795
O -0.98928 -0.37266 0.56969  -0.483
O 1.05288 0.36767 0.55821  -0.351
O -0.45478 1.10741 -0.75289  -0.342
O -2.54509 0.86361 -1.14943  -0.989
H -1.60382 1.00370 -1.04630  0.428
H -2.79410 0.33754 -0.38951  0.443
O 2.31972 -0.67893 1.49844  -0.996
H 1.93285 -1.09495 2.26882  0.431
H 1.57363 -0.31387 1.02272  0.410
O 2.45503 1.50455 -0.89150  -0.952
H 1.91470 0.88900 -0.39616  0.435
H 2.23054 2.36324 -0.53305  0.446
O 0.43413 1.72098 -2.33729  -0.973
H 0.12484 1.38769 -1.49497  0.402
H 0.58763 0.93662 -2.86401  0.430
O -0.04892 -2.40246 -0.07047  -0.957
H -0.26521 -1.50122 0.16876  0.435
H -0.88713 -2.79282 -0.31795  0.455
O -1.86786 -1.09023 2.30533  -0.964
H -1.72643 -0.68662 1.44899  0.443
H -1.36262 -1.90264 2.27411  0.454

Force components x, y, z for each atom (eV/Å):
N -3.7 0.7 0.6
O 3.9 2.5 -3.9
O -9.3 8.2 -5.3
O -1.3 -1.4 10.8
O -4.7 -0.4 -0.9
H -1.9 -0.1 -0.6
H -0.3 0.0 -0.1
O 6.7 -4.7 4.8
H 0.3 -0.4 0.3
H 2.6 -5.4 3.3
O 2.3 0.7 -0.7
H 1.2 0.7 -0.6
H 0.0 0.1 -0.1
O 2.5 2.7 -8.4
H 4.3 2.0 -4.0
H 0.3 0.1 -0.6
O 1.0 -2.0 -0.6
H -0.2 -1.2 0.2
H -0.2 -0.1 -0.1
O -2.2 -1.5 3.8
H -1.6 -0.5 2.2
H 0.1 -0.1 0.0

Results
- E_LUMO (eV) = 2.07
- total charge = -1
- HOMO energy (eV) = -5.78
- energy above the lowest of the compared OMol25 structures with the same formula, charge and spin (kcal/mol) = 290.9

=====

(4)
Entry from OMol25: 7 unconnected molecules or ions with the total composition H12NO9 at a distorted geometry (wB97M-V/def2-TZVPD).

Last column: natural (NBO) charge in e.
Positions of all 22 atoms, in Å:
N 0.19791 0.12495 -0.11364  0.718
O 1.02991 0.47195 0.77636  -0.547
O 0.52891 -0.86205 -0.87164  -0.559
O -1.00409 0.22595 0.11736  -0.515
O -2.48509 -1.83405 -1.77364  -0.957
H -1.97409 -2.64005 -1.49864  0.463
H -2.15409 -1.24705 -1.07564  0.488
O -0.08109 0.45895 3.41336  -0.965
H -0.93809 0.15995 3.30336  0.452
H 0.12691 0.52295 2.43436  0.490
O 1.08791 -2.19605 -3.31564  -0.959
H 0.87691 -1.70905 -2.50764  0.498
H 0.43691 -1.97605 -3.89664  0.452
O -2.35109 2.67395 0.18236  -1.010
H -1.81809 1.83795 -0.05964  0.510
H -2.08109 3.14995 1.07136  0.474
O 2.15891 -2.45005 0.66936  -0.967
H 1.69191 -1.71305 0.29136  0.490
H 2.00591 -2.39805 1.66336  0.458
O 1.51391 3.15995 0.03436  -0.957
H 1.83991 3.85595 0.61836  0.457
H 1.39091 2.38295 0.53736  0.488

Force components x, y, z for each atom (eV/Å):
N 0.8 -5.8 2.3
O -0.1 1.4 -1.3
O 0.3 2.4 -0.4
O -1.4 1.9 -0.6
O 0.9 -1.3 1.0
H -0.7 0.8 -0.8
H -0.1 0.6 -0.3
O 2.5 0.9 -1.5
H -3.0 -1.0 0.3
H 0.6 0.2 1.2
O 2.8 -1.0 2.3
H 0.1 0.1 0.1
H -2.9 0.9 -2.5
O 0.8 0.5 1.6
H -0.7 1.9 1.5
H -0.2 -2.2 -2.9
O 0.4 -1.1 2.6
H -0.4 0.8 -0.5
H 0.3 0.1 -2.1
O 0.4 2.1 -1.1
H -0.1 -0.4 -0.1
H -0.2 -1.6 1.1

Results
- E_LUMO (eV) = 2.99
- total charge = -1
- HOMO energy (eV) = -6.97
- energy above the lowest of the compared OMol25 structures with the same formula, charge and spin (kcal/mol) = 35.2

=====

(5)
Entry from OMol25: a molecular structure, H12NaO6 (wB97M-V/def2-TZVPD).

Last column: natural (NBO) charge in e.
Positions of all 19 atoms, in Å:
Na -6.19544 -13.12430 8.87121  0.954
O -3.89002 -12.48167 10.05640  -0.964
H -3.08831 -11.96114 10.18060  0.497
H -4.37574 -12.35939 10.88015  0.474
O -6.32333 -14.52427 10.81820  -0.986
H -6.54844 -15.46278 10.83113  0.499
H -6.43280 -14.24654 11.73442  0.500
O -6.60123 -14.93174 7.19173  -0.982
H -6.31671 -14.76425 6.28655  0.495
H -6.54820 -15.88834 7.29153  0.497
O -5.91935 -10.94970 7.57615  -0.973
H -5.17087 -10.59119 8.06783  0.485
H -6.39732 -10.17868 7.25346  0.496
O -8.20271 -12.29113 9.91344  -0.978
H -8.30779 -11.34982 10.08974  0.491
H -9.09462 -12.60746 9.73241  0.497
O -3.97422 -16.02560 9.41252  -0.942
H -3.26003 -15.99711 10.05640  0.479
H -4.69206 -15.52744 9.80794  0.460

Force components x, y, z for each atom (eV/Å):
Na -0.1 0.0 -0.3
O -0.5 0.1 0.0
H 0.1 -0.1 -0.2
H 0.2 0.0 0.1
O 0.1 -0.2 0.0
H -0.1 0.0 0.0
H 0.0 0.1 0.0
O 0.1 0.2 0.2
H 0.0 0.0 0.0
H 0.1 0.0 0.0
O 0.1 -0.2 0.4
H 0.1 0.1 -0.2
H -0.1 -0.1 -0.1
O 0.1 0.1 -0.1
H 0.0 0.0 0.0
H 0.0 -0.1 0.0
O -0.1 -0.1 -0.2
H 0.0 0.0 0.0
H 0.1 0.2 0.2

Results
- E_LUMO (eV) = -3.32
- total charge = +1
- HOMO energy (eV) = -14.29
- energy above the lowest of the compared OMol25 structures with the same formula, charge and spin (kcal/mol) = 10.8